Entry 1:
{
  "formula": "C7H12O3",
  "method": "ωB97M-V/def2-TZVPD",
  "symbols": ["O", "O", "O", "C", "C", "C", "C", "C", "C", "C", "H", "H", "H", "H", "H", "H", "H", "H", "H", "H", "H", "H"],
  "positions_angstrom": [[1.13, -1.43, 0.07], [-2.78, -0.17, -1.08], [-2.16, -0.12, 1.74], [2.09, -1.64, 1.11], [0.84, -0.22, -0.31], [-0.45, 0.04, -0.81], [-0.19, 1.38, -1.58], [1.40, 1.07, 0.21], [-1.60, -0.87, -1.17], [-0.02, 1.50, -0.13], [1.68, -1.30, 2.07], [-1.15, 1.68, -1.99], [2.18, 1.56, -0.38], [-1.52, -1.72, -0.46], [-2.96, 0.12, 1.01], [2.25, -2.72, 1.15], [0.66, 1.61, -2.23], [-1.40, -1.30, -2.18], [1.65, 1.04, 1.27], [-0.74, 1.93, 0.58], [3.03, -1.13, 0.88], [-1.94, 0.69, 2.21]],
  "lowdin_charge": [0.018, -0.307, -0.151, -0.015, -0.213, -0.149, -0.010, -0.021, -0.398, -0.086, 0.107, 0.129, 0.134, 0.105, 0.135, 0.104, 0.124, 0.116, 0.129, 0.151, 0.103, -0.005],
  "homo_energy_ha": -0.2504,
  "energy_ha": -499.4343,
  "relative_energy_kj_mol": 557.3,
  "gap_ev": 6.8
}

***

Entry 2:
{
  "formula": "C22H39BF9N2O7S",
  "method": "ωB97M-V/def2-TZVPD",
  "symbols": ["S", "F", "F", "F", "F", "F", "F", "F", "F", "F", "O", "O", "O", "O", "O", "O", "O", "N", "N", "C", "C", "C", "C", "C", "C", "C", "C", "C", "C", "C", "C", "C", "C", "C", "C", "C", "C", "C", "C", "C", "C", "B", "H", "H", "H", "H", "H", "H", "H", "H", "H", "H", "H", "H", "H", "H", "H", "H", "H", "H", "H", "H", "H", "H", "H", "H", "H", "H", "H", "H", "H", "H", "H", "H", "H", "H", "H", "H", "H", "H", "H"],
  "positions_angstrom": [[-0.41, -0.66, 5.69], [-4.24, -2.86, 1.60], [-1.95, -4.42, -1.64], [-0.22, -6.04, 0.87], [-1.83, -6.90, -0.38], [-0.51, 4.41, -3.12], [-2.14, -2.39, 1.72], [-3.85, -4.85, -0.05], [-0.59, -3.65, -0.15], [-2.62, -5.03, 1.69], [2.91, 0.91, -3.51], [-1.41, -1.90, 5.49], [2.07, -1.23, -3.24], [-3.88, -0.79, -0.20], [-1.20, 0.51, 5.83], [0.41, -0.90, 6.82], [1.72, 2.53, -0.21], [-0.35, 1.43, -0.31], [-0.28, 3.60, -2.03], [-2.25, 1.29, -3.58], [4.07, 1.94, 0.39], [0.92, 1.71, -1.03], [-1.58, -4.54, -0.36], [-0.35, 1.70, 1.11], [-0.93, -5.93, -0.25], [-1.71, 0.65, -2.29], [-3.04, 0.15, 0.44], [0.53, 0.70, 1.92], [-3.12, -2.84, 0.90], [-1.59, 3.12, -1.50], [-0.05, 0.60, 3.33], [5.07, 1.03, -0.36], [0.59, -0.50, 4.17], [-2.89, 1.48, -0.31], [1.60, 0.33, -1.29], [-1.55, 1.63, -1.07], [-3.26, -2.03, -0.39], [3.09, 2.66, -0.57], [5.55, -0.13, 0.55], [0.71, 2.53, -2.33], [-2.80, -4.33, 0.58], [2.21, 0.03, -2.73], [5.92, 1.61, -0.71], [6.62, -0.08, 0.75], [3.55, 1.31, 1.11], [-3.67, 1.54, -1.07], [1.60, 3.04, -2.69], [1.52, 1.16, 2.01], [-0.13, 2.73, 1.41], [0.53, -0.25, 1.40], [1.29, -1.66, -2.86], [-2.25, -1.92, -0.80], [0.57, -1.45, 3.65], [-1.71, 3.65, -0.56], [-0.74, 0.22, -2.55], [0.30, 1.98, -3.18], [-3.31, 1.52, -3.46], [-1.17, -2.35, 4.66], [2.38, 0.13, -0.56], [5.01, -0.17, 1.49], [-3.36, 0.37, 1.46], [-2.35, -0.19, -2.05], [-0.03, 1.57, 3.82], [-2.45, 3.40, -2.09], [-2.22, 0.54, -4.36], [-1.70, 2.15, -3.94], [-0.23, -6.02, -1.08], [0.87, -0.45, -1.10], [-1.11, 0.36, 3.25], [0.17, 4.21, -1.34], [4.65, 2.68, 0.93], [5.37, -1.07, 0.05], [4.63, 0.57, -1.24], [-3.83, -2.62, -1.10], [3.35, 2.42, -1.60], [-3.05, 2.33, 0.34], [1.59, -0.23, 4.52], [3.33, 3.72, -0.46], [-1.32, 1.54, 1.58], [-2.04, -0.28, 0.56], [2.54, 0.95, -4.40]],
  "lowdin_charge": [0.587, 0.177, 0.151, 0.124, 0.141, 0.091, 0.113, 0.169, 0.134, 0.192, 0.158, -0.138, 0.188, -0.070, -0.272, -0.262, -0.085, -0.016, 0.004, -0.062, -0.156, -0.385, -0.391, -0.155, -0.336, -0.133, -0.179, -0.146, -0.429, -0.014, -0.239, -0.230, -0.190, -0.082, 0.037, -0.390, -0.107, -0.167, -0.085, 0.027, -0.395, -0.673, 0.111, 0.071, 0.087, 0.137, 0.149, 0.103, 0.135, 0.117, 0.103, 0.124, 0.102, 0.143, 0.098, 0.132, 0.090, 0.079, 0.126, 0.065, 0.141, 0.103, 0.127, 0.149, 0.090, 0.064, 0.176, 0.109, 0.106, 0.214, 0.118, 0.069, 0.084, 0.155, 0.113, 0.124, 0.112, 0.129, 0.102, 0.111, 0.128],
  "homo_energy_ha": -0.4544,
  "energy_ha": -2819.4157,
  "total_charge": 1,
  "smiles": "CCCCO[C@]1(CB(O)O)C[N@@H+](F)C[C@](CC)(CCOCC(F)(F)C(F)(F)C(F)(F)C(F)F)N1CCCCS(=O)(=O)O",
  "gap_ev": 9.4
}

***

Entry 3:
{
  "formula": "C4H7NO",
  "method": "ωB97M-V/def2-TZVPD",
  "symbols": ["O", "N", "C", "C", "C", "C", "H", "H", "H", "H", "H", "H", "H"],
  "positions_angstrom": [[1.09, 0.72, 0.22], [-1.26, -1.07, -0.73], [0.83, 0.57, 1.61], [-2.04, -0.81, 0.11], [0.19, 1.62, 0.83], [-0.28, -1.36, -1.72], [0.25, -0.32, 1.88], [0.55, 2.65, 0.92], [-0.86, 1.50, 0.54], [0.63, -0.84, -1.46], [1.66, 0.81, 2.27], [-0.11, -2.44, -1.76], [-0.65, -1.02, -2.70]],
  "lowdin_charge": [-0.116, -0.115, -0.162, 0.015, -0.166, -0.094, 0.096, 0.107, 0.078, 0.073, 0.106, 0.088, 0.089],
  "homo_energy_ha": -0.3840,
  "energy_ha": -286.5092,
  "relative_energy_kj_mol": 321.6,
  "gap_ev": 11.5
}

***

Entry 4:
{
  "formula": "C20H25N5O",
  "method": "ωB97M-V/def2-TZVPD",
  "symbols": ["O", "N", "N", "N", "N", "N", "C", "C", "C", "C", "C", "C", "C", "C", "C", "C", "C", "C", "C", "C", "C", "C", "C", "C", "C", "C", "H", "H", "H", "H", "H", "H", "H", "H", "H", "H", "H", "H", "H", "H", "H", "H", "H", "H", "H", "H", "H", "H", "H", "H", "H"],
  "positions_angstrom": [[-1.42, -2.90, -1.13], [-1.72, -0.68, -1.04], [2.41, 2.65, -0.76], [2.29, 1.32, -0.82], [1.34, 3.15, -1.24], [0.49, 2.22, -1.62], [1.49, -1.27, -1.14], [-0.73, -0.56, -2.10], [-1.70, 2.27, 1.36], [-2.10, 0.59, -0.43], [-3.60, 0.89, -0.42], [2.76, -0.98, -0.57], [-3.79, 2.36, -0.03], [-1.51, 0.81, 0.97], [-3.14, -3.61, 0.86], [4.87, -1.65, 0.39], [-3.19, 2.63, 1.34], [-3.11, -2.16, 0.37], [3.65, -1.98, -0.15], [6.61, 0.00, 1.13], [3.17, 0.36, -0.41], [4.41, 0.69, 0.14], [1.06, 1.05, -1.37], [0.64, -0.29, -1.55], [5.27, -0.32, 0.54], [-2.00, -1.95, -0.64], [-3.98, -3.77, 1.53], [6.68, -0.41, 2.13], [-4.86, 2.60, -0.02], [5.55, -2.44, 0.70], [7.40, -0.45, 0.53], [-1.29, 2.45, 2.36], [-0.45, 0.56, 0.97], [-3.23, -4.28, 0.01], [-1.99, 0.17, 1.71], [-4.02, 0.70, -1.40], [-3.31, 3.00, -0.77], [-4.06, -1.93, -0.12], [-3.31, 3.69, 1.60], [6.78, 1.07, 1.17], [-1.64, 1.35, -1.07], [3.36, -3.01, -0.26], [1.19, -2.30, -1.24], [-1.16, 2.91, 0.66], [-1.03, 0.25, -2.78], [-2.99, -1.49, 1.23], [4.68, 1.73, 0.23], [-3.71, 2.04, 2.09], [-4.13, 0.27, 0.31], [-2.22, -3.85, 1.38], [-0.72, -1.51, -2.64]],
  "lowdin_charge": [0.046, 0.001, 0.057, 0.013, -0.033, 0.073, 0.058, -0.085, -0.192, -0.293, -0.144, -0.136, -0.194, -0.136, -0.094, -0.037, -0.202, -0.153, -0.013, -0.045, -0.124, 0.037, -0.237, -0.114, -0.264, -0.437, 0.071, 0.086, 0.109, 0.116, 0.086, 0.111, 0.113, 0.074, 0.106, 0.123, 0.118, 0.120, 0.109, 0.078, 0.117, 0.118, 0.126, 0.105, 0.133, 0.094, 0.116, 0.114, 0.101, 0.078, 0.128],
  "homo_energy_ha": -0.3196,
  "energy_ha": -1126.1561,
  "smiles": "CCC(=O)N(Cc1cc2ccc(C)cc2n2nnnc12)C1CCCCC1",
  "relative_energy_kj_mol": 63.9,
  "gap_ev": 8.7
}

***

Entry 5:
{
  "formula": "C7H20NSi",
  "method": "ωB97M-V/def2-TZVPD",
  "symbols": ["Si", "N", "C", "C", "C", "C", "C", "C", "C", "H", "H", "H", "H", "H", "H", "H", "H", "H", "H", "H", "H", "H", "H", "H", "H", "H", "H", "H", "H"],
  "positions_angstrom": [[0.04, 0.42, -0.40], [-0.72, -3.08, 1.53], [-1.11, 2.65, 1.20], [0.22, 2.00, 0.64], [-0.17, 1.51, -2.96], [1.59, -0.70, -0.50], [-1.35, -1.73, 1.55], [2.23, -1.20, 0.82], [-0.82, 0.50, -2.10], [1.06, 1.93, 1.36], [-2.31, -1.67, 1.11], [1.35, -1.44, -1.23], [-1.79, 1.76, 1.61], [0.29, -3.11, 1.76], [3.06, -0.54, 1.03], [2.35, -0.03, -1.00], [-1.18, -3.67, 2.22], [-0.72, -0.38, -2.64], [-0.67, -3.32, 0.59], [0.49, 2.69, -0.18], [0.40, 2.22, -2.44], [-1.80, 2.99, 0.48], [0.52, 1.10, -3.81], [-1.88, 0.68, -1.97], [1.47, -1.48, 1.61], [-1.51, -1.55, 2.59], [2.80, -2.13, 0.70], [-0.88, 3.48, 1.83], [-0.95, 2.11, -3.41]],
  "lowdin_charge": [0.970, 0.070, -0.135, -0.299, -0.160, -0.330, -0.134, -0.161, -0.321, 0.087, 0.007, 0.046, 0.103, 0.143, 0.067, 0.100, 0.163, 0.048, 0.116, 0.065, 0.027, 0.038, 0.129, 0.074, 0.049, 0.019, 0.073, 0.063, 0.083],
  "homo_energy_ha": -0.4324,
  "energy_ha": -622.5719,
  "total_charge": 1,
  "relative_energy_kj_mol": 244.7,
  "gap_ev": 8.2
}

***

Entry 6:
{
  "formula": "C19H33Cl2N2O3RhS",
  "method": "ωB97M-V/def2-TZVPD",
  "symbols": ["Rh", "Cl", "Cl", "S", "O", "O", "O", "N", "N", "C", "C", "C", "C", "C", "C", "C", "C", "C", "C", "C", "C", "C", "C", "C", "C", "C", "C", "C", "H", "H", "H", "H", "H", "H", "H", "H", "H", "H", "H", "H", "H", "H", "H", "H", "H", "H", "H", "H", "H", "H", "H", "H", "H", "H", "H", "H", "H", "H", "H", "H", "H"],
  "positions_angstrom": [[0.06, 0.21, 0.46], [-0.16, -1.38, -1.35], [1.55, 2.07, 0.88], [0.87, 0.28, 3.13], [0.16, 1.29, -1.44], [-0.60, -1.96, 1.63], [2.08, -1.20, 0.85], [3.75, -0.08, -0.30], [-1.13, -4.15, 1.11], [1.09, 3.15, -5.24], [-3.78, 0.87, 2.57], [3.03, -0.01, -1.56], [-0.33, 1.89, -3.73], [-2.52, 0.37, 1.93], [-1.86, -4.41, 2.34], [0.26, 2.82, -6.32], [0.20, -0.85, 4.36], [-0.92, 2.08, -6.10], [-1.81, 0.97, 0.96], [-2.25, 2.21, 0.28], [0.27, 1.81, 3.83], [3.24, -0.75, 0.76], [-1.21, 1.63, -4.82], [4.80, 0.89, -0.07], [-0.45, -3.00, 0.95], [-0.91, -5.28, 0.22], [-0.69, 1.40, -2.36], [0.79, 2.71, -3.95], [-0.13, -1.77, 3.88], [0.91, 2.63, 3.50], [-0.63, -0.37, 4.89], [-1.61, 1.90, -6.93], [1.95, 3.80, -5.38], [5.36, 1.04, -1.00], [-1.33, -5.16, 2.94], [-4.35, 1.57, 1.94], [2.46, -0.92, -1.72], [-2.95, 1.89, -0.52], [0.26, -3.04, 0.11], [-1.99, -3.49, 2.90], [-1.45, 2.80, -0.15], [-0.38, -4.94, -0.67], [4.37, 1.85, 0.24], [-4.41, -0.01, 2.77], [-2.79, 2.84, 0.99], [2.34, 0.85, -1.56], [-1.88, -5.73, -0.06], [-2.16, 1.12, -4.61], [-0.32, -6.06, 0.73], [-2.84, -4.85, 2.09], [-3.61, 1.34, 3.54], [-0.76, 2.00, 3.53], [0.48, 3.21, -7.31], [3.95, -0.88, 1.60], [1.00, -1.08, 5.07], [3.76, 0.15, -2.37], [-2.19, -0.60, 2.27], [-1.74, 1.06, -2.29], [1.37, 3.04, -3.08], [5.46, 0.52, 0.71], [0.33, 1.71, 4.92]],
  "lowdin_charge": [0.872, 0.246, 0.116, 0.743, -0.400, -0.155, -0.170, -0.197, -0.177, -0.113, -0.077, -0.063, -0.206, -0.178, -0.034, -0.127, -0.360, -0.111, -0.266, -0.105, -0.404, -0.330, -0.074, -0.066, -0.383, -0.039, -0.354, -0.065, 0.011, 0.007, 0.044, 0.095, 0.093, 0.088, 0.097, 0.075, 0.051, 0.094, 0.041, 0.084, 0.064, 0.095, 0.065, 0.079, 0.082, 0.050, 0.094, 0.104, 0.095, 0.092, 0.084, 0.030, 0.085, 0.144, 0.043, 0.096, 0.070, 0.091, 0.109, 0.087, 0.041],
  "homo_energy_ha": [-0.1651, -0.2904],
  "energy_ha": -2507.9452,
  "gap_ev": [3.1, 5.4],
  "spin_multiplicity": 5
}

***

For each record above, in turn, the calculated M values are 144.17; 657.42; 85.11; 351.45; 146.33; 543.36 g mol⁻¹.